1.
Formula: C6H5P
Source: OMol25
Level of theory: ωB97M-V with the def2-TZVPD basis set

Calculated values
Charge: 0
Max |F|: 5.20 eV/Å
LUMO energy: -0.0455 hartree
DFT total energy: -572.6719 Eh
Highest occupied orbital energy: -0.357 Ha
Energy above the lowest of the compared OMol25 structures with the same formula, charge and spin: 440.4 kJ/mol
Kohn-Sham gap: 8.5 eV

Last column: Löwdin charge in e.
Positions of all 12 atoms, in Å:
C 0.979 2.379 2.898  -0.105
C 0.776 1.723 1.914  -0.026
C -0.851 -0.663 -1.713  -0.167
C -0.570 0.515 -0.848  -0.160
C -0.206 -1.771 -1.330  -0.347
C 0.124 0.125 0.218  -0.276
P 0.836 -1.489 0.089  0.903
H 1.648 2.867 3.555  -0.009
H -1.552 -0.823 -2.509  0.100
H -0.961 1.387 -1.260  0.085
H -0.163 -2.489 -2.090  0.047
H -0.062 -1.761 1.076  -0.045

2.
Formula: C3H7IN3
Source: OMol25
Level of theory: ωB97M-V with the def2-TZVPD basis set

Calculated values
Charge: +1
Max |F|: 6.08 eV/Å
LUMO energy: -0.2196 hartree
DFT total energy: -580.0492 Eh
Highest occupied orbital energy: -0.483 Ha
Energy above the lowest of the compared OMol25 structures with the same formula, charge and spin: 419.7 kJ/mol
Kohn-Sham gap: 7.2 eV

Last column: Löwdin charge in e.
Positions of all 14 atoms, in Å:
C 1.206 -2.644 -0.750  0.122
C 1.320 -0.702 0.613  -0.075
C -0.635 2.198 0.124  -0.126
N 1.003 -1.942 0.265  0.116
N 0.610 0.359 0.425  0.142
N -0.434 1.007 0.716  0.009
I -3.216 -0.544 -0.324  0.531
H 1.547 -2.114 -1.624  0.112
H 0.826 -3.627 -0.903  0.105
H 2.247 -0.377 0.935  0.146
H -1.632 2.302 -0.267  0.078
H -0.622 3.097 0.881  0.173
H 0.102 2.542 -0.575  0.097
H -2.322 0.445 0.485  -0.430

3.
Formula: C17H19N3O4
Source: OMol25
Level of theory: ωB97M-V with the def2-TZVPD basis set

Calculated values
Charge: 0
Max |F|: 4.49 eV/Å
LUMO energy: 0.0155 hartree
DFT total energy: -1124.3191 Eh
Highest occupied orbital energy: -0.287 Ha
Energy above the lowest of the compared OMol25 structures with the same formula, charge and spin: 568.0 kJ/mol
Kohn-Sham gap: 8.2 eV
SMILES: COc1cc2c(cc1OC)C1=C(C#N)CN(CC(=O)O)CN1CC2

Last column: Löwdin charge in e.
Positions of all 43 atoms, in Å:
C -1.595 2.321 5.047  -0.052
O -2.381 1.909 3.861  -0.131
C -1.618 1.472 2.752  -0.181
C -1.485 0.098 2.572  0.034
C -0.663 -0.412 1.626  -0.182
C -0.117 0.395 0.644  -0.104
C -0.451 1.712 0.703  0.054
C -1.030 2.325 1.783  -0.191
O -1.188 3.683 1.784  -0.071
C -2.467 4.185 1.981  -0.102
C 0.589 -0.316 -0.452  -0.115
C 1.622 0.226 -1.116  -0.187
C 2.246 1.376 -0.572  -0.213
N 2.627 2.437 -0.299  0.157
C 2.205 -0.418 -2.339  -0.083
N 1.781 -1.894 -2.387  -0.139
C 2.400 -2.717 -3.447  -0.084
C 1.893 -2.456 -4.884  -0.499
O 0.757 -1.948 -5.035  0.048
O 2.695 -2.827 -5.833  0.126
C 0.332 -2.027 -2.257  -0.129
N 0.079 -1.545 -0.883  -0.050
C -0.843 -2.253 0.015  -0.109
C -0.429 -1.932 1.518  -0.065
H -2.088 1.987 6.006  0.091
H -1.496 3.431 5.136  0.084
H -0.588 1.802 5.079  0.106
H -1.774 -0.596 3.358  0.132
H -0.158 2.263 -0.146  0.123
H -3.272 3.517 1.694  0.090
H -2.583 4.437 3.110  0.112
H -2.655 5.061 1.317  0.099
H 1.625 0.074 -3.152  0.127
H 3.289 -0.168 -2.433  0.140
H 2.049 -3.748 -3.191  0.139
H 3.461 -2.619 -3.278  0.121
H 2.375 -2.394 -6.699  0.184
H -0.151 -1.307 -2.990  0.141
H 0.119 -3.106 -2.419  0.143
H -1.863 -2.020 -0.172  0.109
H -0.720 -3.335 -0.116  0.116
H 0.521 -2.266 1.810  0.097
H -1.049 -2.408 2.304  0.115

4.
Formula: C6H12O
Source: OMol25
Level of theory: ωB97M-V with the def2-TZVPD basis set

Calculated values
Charge: 0
Max |F|: 0.38 eV/Å
LUMO energy: 0.0343 hartree
DFT total energy: -311.0218 Eh
Highest occupied orbital energy: -0.351 Ha
Energy above the lowest of the compared OMol25 structures with the same formula, charge and spin: 98.4 kJ/mol
Kohn-Sham gap: 10.5 eV
SMILES: C[C@H]1OCC1(C)C

Last column: Löwdin charge in e.
Positions of all 19 atoms, in Å:
C 1.729 -0.176 -1.268  -0.037
C 1.101 0.298 0.025  -0.331
O 0.864 1.718 0.022  -0.076
C -0.545 1.535 0.206  -0.131
C -0.399 0.005 0.308  -0.477
C -0.644 -0.537 1.712  -0.049
C -1.180 -0.800 -0.721  -0.047
H 2.707 0.299 -1.395  0.084
H 1.866 -1.264 -1.267  0.087
H 1.113 0.101 -2.128  0.079
H 1.749 0.022 0.870  0.143
H -1.122 1.895 -0.659  0.123
H -0.909 2.034 1.114  0.121
H -0.129 0.070 2.465  0.089
H -0.280 -1.567 1.802  0.087
H -1.715 -0.536 1.948  0.085
H -0.855 -1.847 -0.740  0.088
H -1.079 -0.391 -1.732  0.078
H -2.247 -0.786 -0.466  0.086